(1)
90
Properties=species:S:1:pos:R:3:mulliken_charge:R:1 method="wB97M-V/def2-TZVPD" e_homo_ev=-1.75 charge=-2 spin_multiplicity=1
K 0.0078 0.8918 -0.2924 1.16
C -4.1908 2.1340 3.3534 -0.55
C -2.9191 2.3468 3.8717 -0.86
C -1.8732 1.4968 3.5532 0.75
C -2.0636 0.3995 2.7015 -0.91
C -3.3486 0.2052 2.1765 -0.08
C -4.3924 1.0559 2.5001 -0.58
N -1.0262 -0.4195 2.2777 0.65
C -0.2659 -1.0691 3.1255 0.44
C -0.4967 -1.1510 4.5537 -1.10
C 0.3436 -1.8250 5.3850 -0.55
C 1.4949 -2.5002 4.9063 -0.88
C 1.7391 -2.4845 3.5608 -0.51
C 0.8922 -1.8111 2.6582 0.54
N 1.0946 -1.8439 1.2971 0.96
N 2.1543 -2.3824 0.8764 -1.19
C 2.2424 -2.4120 -0.5340 -0.15
C 3.5298 -2.4420 -1.0754 -0.30
C 3.6693 -2.4508 -2.4468 -0.32
C 2.5282 -2.4461 -3.2409 -0.59
C 1.2955 -2.4461 -2.6080 -0.44
N 1.1439 -2.4445 -1.2848 0.04
H -5.0029 2.8109 3.5906 0.36
H -2.7304 3.2003 4.5135 0.36
H -0.8797 1.6960 3.9348 0.24
H -3.4958 -0.6179 1.4889 0.25
H -5.3712 0.8832 2.0657 0.37
H -1.3721 -0.6590 4.9569 0.42
H 0.1153 -1.8518 6.4466 0.36
H 2.1497 -3.0276 5.5884 0.35
H 2.5919 -3.0037 3.1422 0.41
H 4.3774 -2.4167 -0.4046 0.44
H 4.6551 -2.4386 -2.8975 0.35
H 2.5829 -2.4243 -4.3214 0.43
H 0.3826 -2.4223 -3.1946 0.46
N -1.7869 -2.6919 -0.0090 -0.49
C -2.3377 -1.8815 -0.9654 0.15
N -2.2413 -0.5946 -0.9341 0.63
C -2.9742 0.0026 -1.9340 -0.72
C -3.6156 -0.8506 -2.7709 -0.32
S -3.3256 -2.4819 -2.2733 -0.37
C -2.9640 1.4734 -1.9870 -0.19
C -3.5612 2.2565 -2.9171 -0.36
S -3.2271 3.9176 -2.5755 -0.34
C -2.2868 3.4227 -1.1867 0.24
N -2.2554 2.1372 -1.0104 -0.12
N -1.6896 4.3099 -0.3501 -0.43
H -1.1807 -2.1410 0.6031 0.05
H -1.2910 -3.4895 -0.3785 0.40
H -4.1911 -0.6217 -3.6514 0.45
H -4.0963 1.9600 -3.8026 0.41
H -1.4292 5.1972 -0.7447 0.24
H -0.9926 3.8996 0.2993 0.35
O -0.5320 2.0336 -4.5663 -0.67
S 0.2389 0.8371 -4.3296 1.14
O -0.2685 -0.3789 -4.9263 -0.73
N 0.5979 0.6305 -2.7778 -0.23
C 1.9145 0.7831 -2.5332 0.64
O 2.4648 0.7201 -1.4329 -0.54
C 2.7184 1.0401 -3.7883 0.09
C 4.0889 1.1863 -3.9055 -0.20
C 4.6168 1.3993 -5.1726 -0.88
C 3.7852 1.4623 -6.2904 -0.48
C 2.4089 1.3115 -6.1656 -0.77
C 1.9062 1.1000 -4.8967 0.16
H 4.7137 1.1248 -3.0235 0.49
H 5.6862 1.5187 -5.2980 0.40
H 4.2200 1.6298 -7.2687 0.37
H 1.7552 1.3550 -7.0273 0.45
C 5.4357 3.5226 4.2334 -1.36
C 5.3697 3.2345 2.7622 0.81
C 6.4407 3.4814 1.9205 -0.78
C 6.3351 3.2205 0.5632 0.18
Cl 7.7115 3.5425 -0.4801 -0.31
C 5.1689 2.7180 0.0262 -0.92
C 4.0862 2.4649 0.8572 -0.11
C 4.1835 2.7146 2.2217 0.55
O 3.2072 2.4608 3.1172 -0.52
C 1.9154 2.1323 2.6129 0.05
C 1.2091 3.2982 1.8816 0.57
O 1.6362 4.4416 2.0541 -0.84
O 0.2263 2.9111 1.1844 -0.58
H 6.3930 3.9749 4.4966 0.37
H 5.3045 2.6098 4.8181 0.30
H 4.6279 4.1969 4.5225 0.29
H 7.3616 3.8860 2.3228 0.32
H 5.0855 2.5206 -1.0334 0.51
H 3.1858 2.0686 0.4127 0.32
H 1.3245 1.8721 3.4907 -0.07
H 1.9623 1.2388 1.9846 0.04

(2)
80
Properties=species:S:1:pos:R:3:lowdin_spin:R:1 method="wB97M-V/def2-TZVPD" e_homo_ev="-11.17 / -11.05" charge=+1 spin_multiplicity=2
Ir -1.2104 2.7662 -0.3427 0.78
S -2.8409 3.0566 1.5521 0.03
P -2.2650 1.1252 1.8730 0.01
C -1.4664 0.5897 0.4142 0.04
P -2.1234 -0.0118 -1.0831 0.00
S -2.3794 1.6145 -2.2883 0.02
C -3.6587 -0.9797 -1.0103 0.00
C -4.7812 -0.5415 -1.7007 0.00
C -5.9371 -1.3014 -1.6706 0.00
C -5.9741 -2.4784 -0.9402 0.00
C -4.8610 -2.8944 -0.2237 0.00
C -3.6980 -2.1476 -0.2560 0.00
C -0.7934 -1.0743 -1.7341 0.00
C -1.0162 -1.9299 -2.8057 0.00
C -0.0016 -2.7689 -3.2349 0.00
C 1.2342 -2.7476 -2.6062 0.00
C 1.4692 -1.8650 -1.5609 0.00
C 0.4576 -1.0264 -1.1305 0.00
C -1.0113 0.9101 3.1612 0.00
C 0.1923 0.3091 2.8139 0.00
C 1.1375 0.0415 3.7833 0.00
C 0.8729 0.3730 5.1026 0.00
C -0.3191 0.9945 5.4480 0.00
C -1.2641 1.2749 4.4766 0.00
C -3.7409 0.1691 2.3255 0.01
C -4.9947 0.6463 1.9630 0.00
C -6.1225 -0.0839 2.2879 0.00
C -5.9935 -1.2925 2.9541 0.00
C -4.7394 -1.7744 3.3004 0.00
C -3.6060 -1.0475 2.9847 0.00
H -4.7351 0.3769 -2.2693 0.00
H -6.8052 -0.9773 -2.2239 0.00
H -6.8717 -3.0780 -0.9330 0.00
H -4.9013 -3.8065 0.3522 0.00
H -2.8160 -2.4576 0.2872 0.00
H -1.9829 -1.9471 -3.2852 0.00
H -0.1778 -3.4485 -4.0541 0.00
H 2.0080 -3.4247 -2.9311 0.00
H 2.4334 -1.8441 -1.0726 0.00
H 0.6135 -0.3375 -0.3110 0.00
H 0.3681 0.0582 1.7771 0.00
H 2.0747 -0.4258 3.5168 0.00
H 1.6035 0.1550 5.8650 0.00
H -0.5131 1.2534 6.4772 0.00
H -2.1896 1.7729 4.7322 0.00
H -5.0756 1.5947 1.4497 0.00
H -7.1000 0.2956 2.0325 0.00
H -6.8758 -1.8571 3.2121 0.00
H -4.6475 -2.7120 3.8280 0.00
H -2.6202 -1.4028 3.2533 0.00
C 6.4221 1.9092 -0.4887 0.00
C 5.4979 0.7060 -0.2881 0.00
C 5.8731 -0.5036 -1.1419 0.00
C 5.6438 -0.2275 -2.6207 0.00
C 4.2529 0.2826 -2.8474 0.00
C 3.6214 0.0859 -4.0559 0.00
C 2.3528 0.6160 -4.2852 0.00
F 1.7560 0.3710 -5.4577 0.00
C 1.7152 1.3854 -3.3433 0.00
C 2.3307 1.5725 -2.1013 0.00
C 1.6401 2.3726 -1.0970 0.01
O 0.6245 3.0349 -1.4223 0.05
C 2.2185 2.3262 0.2055 0.00
C 3.4294 1.7244 0.4010 0.00
N 4.1260 1.1224 -0.5686 0.00
C 3.5894 0.9977 -1.8305 0.00
C 1.5068 2.9151 1.4403 0.00
O 2.1887 3.0001 2.4435 0.00
O 0.2894 3.1959 1.3031 0.01
H 7.4498 1.6202 -0.2817 0.00
H 6.1405 2.7113 0.1931 0.00
H 6.3539 2.2886 -1.5060 0.00
H 5.5369 0.4145 0.7681 0.00
H 5.2638 -1.3587 -0.8404 0.00
H 6.9171 -0.7538 -0.9616 0.00
H 5.8107 -1.1342 -3.2008 0.00
H 6.3537 0.5205 -2.9844 0.00
H 4.1158 -0.4745 -4.8354 0.00
H 0.7578 1.8385 -3.5443 0.00
H 3.8664 1.7477 1.3926 0.00

Computed molar mass, in the same sequence as the records: 892.5, 899.0 g mol⁻¹.
Computed energy above the lowest of the compared OMol25 structures with the same formula, charge and spin, in the same sequence as the records: 0.0000, 2.0522 eV.